21
Properties=species:S:1:pos:R:3:forces:R:3:mulliken_charge:R:1 method="wB97M-V/def2-TZVPD" lumo_energy_ev="-6.6 / -6.8" de_lowest_kcal_mol=135.2 charge=+1
C -1.217 -0.350 -2.995 -0.1 0.1 1.7 -0.485
C -0.125 -0.756 -2.195 -0.5 1.4 1.9 0.945
C -0.549 -0.086 -1.062 1.1 -0.8 0.4 -0.157
C 0.597 0.685 2.077 -0.3 0.5 -0.9 0.809
C 0.974 -1.669 -2.457 1.0 0.0 -1.6 -1.196
C 0.368 0.475 3.485 3.0 0.7 2.6 -1.168
N -2.180 0.291 -2.313 -0.1 0.1 -2.2 -0.674
N -1.763 0.456 -1.092 -1.8 0.8 3.9 0.272
N 0.425 1.920 1.578 -0.1 2.5 -0.2 -0.398
N 0.875 -0.280 1.291 -0.8 0.4 -3.7 -0.561
H -1.290 -0.477 -4.025 -0.3 -0.3 -1.5 0.511
H 0.520 -2.526 -2.901 -0.2 -1.1 0.0 0.326
H 1.667 -1.352 -3.238 -0.2 0.6 -0.1 0.333
H 1.639 -1.929 -1.670 -0.1 -0.2 1.1 0.358
H -0.569 0.087 3.592 -3.3 0.0 0.5 0.360
H 0.862 -0.454 3.904 0.5 1.4 -0.6 0.343
H 0.620 1.436 4.073 -0.7 -1.9 -0.6 0.328
H -2.488 0.782 -0.334 2.4 -0.8 -1.9 0.323
H 0.088 2.761 2.105 0.7 -1.7 -0.1 0.226
H 0.793 2.223 0.666 -0.3 -1.0 0.5 0.271
H 0.752 -1.237 1.510 0.1 -0.7 0.8 0.235


22
Properties=species:S:1:pos:R:3:forces:R:3:lowdin_spin:R:1 method="wB97M-V/def2-TZVPD" multiplicity=2 lumo_energy_ev="0.6 / 0.6" de_lowest_kcal_mol=35.3 charge=0
C 1.413 -1.414 1.204 0.1 0.1 -0.1 0.003
N 0.007 -1.582 1.520 0.0 -0.3 0.1 0.003
C -0.341 -2.328 2.624 0.2 0.2 0.0 0.001
N -1.429 -2.969 2.686 -0.1 -0.1 0.1 0.000
H 1.562 -0.493 0.646 0.1 0.1 -0.1 0.000
H 1.991 -1.328 2.122 0.0 0.0 0.1 0.000
H 1.825 -2.240 0.617 0.0 0.0 0.0 0.002
H -0.590 -1.809 0.735 0.0 0.1 0.0 0.017
H 0.394 -2.269 3.434 0.0 0.0 0.0 0.000
H -1.527 -3.397 3.601 -0.1 0.0 0.0 0.000
C -0.638 1.541 -2.321 -0.1 0.1 0.0 0.110
C 0.126 1.081 -1.095 -0.1 0.1 0.0 0.048
S 1.051 2.510 -0.419 -0.1 0.0 0.0 0.045
N -1.315 0.386 -3.013 0.1 0.2 0.3 0.247
H 0.022 1.993 -3.057 0.1 0.0 0.0 0.031
H -1.409 2.266 -2.057 0.1 -0.1 0.0 0.029
H 0.829 0.297 -1.363 0.0 -0.1 0.0 0.027
H -0.567 0.717 -0.340 0.0 -0.1 0.1 0.019
H 1.096 2.063 0.841 0.0 0.0 0.0 0.001
H -1.716 0.692 -3.930 0.0 -0.1 -0.1 0.136
H -2.099 0.002 -2.431 0.0 0.0 0.0 0.136
H -0.634 -0.396 -3.191 -0.1 0.0 -0.1 0.144


21
Properties=species:S:1:pos:R:3:forces:R:3:mulliken_charge:R:1 method="wB97M-V/def2-TZVPD" lumo_energy_ev=1.0 de_lowest_kcal_mol=32.7 smiles=CC(C)CCCO charge=0
C -0.948 2.068 0.287 -0.9 0.3 0.3 -1.509
C -0.198 0.820 0.749 -1.6 0.1 -0.4 0.833
C -0.221 0.783 2.293 -0.8 -0.1 -0.2 -1.504
C -0.862 -0.459 0.089 1.0 1.6 2.7 -1.358
C 0.249 -1.507 -0.044 -2.9 -2.2 -1.5 -0.378
C 1.215 -1.402 -1.208 1.9 0.8 -0.2 -0.519
O 0.838 -0.516 -2.261 -0.5 0.1 0.4 -0.566
H -0.254 2.901 0.299 -0.3 0.4 -0.4 0.372
H -1.832 2.335 0.893 0.6 -0.1 0.6 0.352
H -1.510 1.942 -0.643 1.0 0.1 -0.6 0.376
H 0.797 0.868 0.321 0.4 0.1 0.3 0.283
H 0.198 -0.126 2.713 0.4 -0.1 0.1 0.311
H -1.277 0.789 2.604 0.1 -0.2 -0.2 0.381
H 0.156 1.666 2.816 0.5 -0.1 -0.4 0.390
H -1.508 -0.152 -0.737 0.7 -0.5 -0.5 0.495
H -1.589 -0.801 0.849 0.2 -0.3 -0.3 0.435
H 0.731 -1.704 0.912 0.1 0.3 -0.1 0.316
H -0.417 -2.377 -0.252 0.9 -0.2 0.2 0.279
H 2.191 -1.092 -0.803 -0.1 0.6 0.1 0.258
H 1.554 -2.317 -1.713 -1.0 -0.3 0.3 0.368
H 0.228 0.140 -1.887 0.3 -0.2 -0.2 0.387


24
Properties=species:S:1:pos:R:3:forces:R:3:mulliken_charge:R:1 method="wB97M-V/def2-TZVPD" lumo_energy_ev=1.0 de_lowest_kcal_mol=15.8 smiles=c1ccccc1.CCOC charge=0
C 0.647 1.921 0.674 0.1 0.0 -0.1 -0.303
C -0.491 2.060 -0.121 0.0 0.1 -0.1 -0.358
C -1.733 1.645 0.361 -0.1 0.0 -0.1 -0.371
C -1.837 1.090 1.637 -0.1 -0.1 0.1 -0.378
C -0.698 0.951 2.432 0.0 -0.1 0.1 -0.337
C 0.544 1.366 1.950 0.1 0.0 0.1 -0.382
H 1.625 2.248 0.295 -0.5 -0.2 0.2 0.345
H -0.410 2.497 -1.125 0.0 -0.2 0.5 0.346
H -2.629 1.754 -0.265 0.4 -0.1 0.3 0.364
H -2.814 0.763 2.016 0.5 0.2 -0.2 0.345
H -0.779 0.514 3.436 0.0 0.2 -0.5 0.346
H 1.440 1.257 2.576 -0.4 0.1 -0.3 0.368
C -0.984 -1.400 -2.019 -0.2 0.0 -0.2 -1.216
C 0.089 -1.637 -0.979 0.0 0.0 0.1 0.107
O 1.341 -1.267 -1.536 0.0 -0.1 0.3 -0.325
C 2.390 -1.465 -0.613 0.4 0.1 -0.1 -0.588
H -1.009 -0.336 -2.309 0.0 -0.4 0.1 0.234
H -0.787 -2.006 -2.919 -0.1 0.2 0.3 0.342
H -1.973 -1.678 -1.617 0.4 0.1 -0.2 0.349
H 0.116 -2.702 -0.679 0.0 0.2 -0.1 0.346
H -0.105 -1.036 -0.070 0.0 -0.1 -0.2 0.053
H 3.330 -1.161 -1.103 -0.4 -0.1 0.2 0.246
H 2.474 -2.524 -0.316 -0.1 0.2 -0.1 0.290
H 2.252 -0.854 0.295 0.0 -0.1 -0.2 0.179


56
Properties=species:S:1:pos:R:3:forces:R:3:mulliken_charge:R:1 method="wB97M-V/def2-TZVPD" lumo_energy_ev=-9.5 de_lowest_kcal_mol=0.6 charge=+3
Sc -0.050 -0.037 0.327 -0.2 0.1 -0.2 0.223
N 0.005 0.850 2.417 0.0 0.0 0.1 -0.243
C -0.571 0.112 3.593 -0.1 0.0 0.0 -0.605
C -1.986 -0.382 3.337 0.1 0.0 -0.1 -0.784
C -2.104 -1.529 2.344 0.0 0.0 0.1 -0.524
N -1.962 -1.074 0.917 -0.1 0.0 0.0 -0.352
H 0.939 1.169 2.679 0.0 0.0 0.0 0.261
H -0.536 1.712 2.317 0.0 0.0 0.0 0.280
H -0.564 0.771 4.461 0.0 0.0 0.0 0.444
H 0.086 -0.729 3.819 0.0 0.0 0.0 0.370
H -2.634 0.449 3.037 0.0 0.0 0.0 0.337
H -2.382 -0.734 4.291 0.0 0.0 0.0 0.395
H -3.074 -2.012 2.459 0.0 0.0 0.0 0.470
H -1.338 -2.284 2.531 0.0 0.0 0.0 0.323
H -2.783 -0.506 0.702 0.0 0.0 0.0 0.368
H -2.076 -1.903 0.330 0.0 0.0 0.0 0.263
N -0.123 -1.155 -1.701 0.0 -0.1 0.0 -0.225
C 0.310 -2.544 -1.565 0.0 0.0 0.0 0.542
C 0.148 -3.478 -2.549 0.0 0.0 0.0 -0.505
C 0.613 -4.798 -2.364 0.0 0.0 0.0 -0.825
C 1.244 -5.149 -1.205 0.0 0.0 0.0 -0.948
C 1.425 -4.197 -0.173 0.0 0.0 0.0 0.514
C 2.075 -4.496 1.044 0.0 0.0 0.0 -0.538
C 2.213 -3.523 2.002 0.0 0.0 0.0 -1.203
C 1.691 -2.256 1.752 0.0 0.0 0.0 -0.223
N 1.066 -1.921 0.625 0.1 -0.1 0.1 0.600
C 0.941 -2.884 -0.352 0.0 0.1 0.0 0.025
H 0.480 -0.681 -2.375 0.0 0.0 0.0 0.377
H -1.051 -1.115 -2.120 0.0 0.0 0.0 0.414
H -0.332 -3.212 -3.483 0.0 0.0 0.0 0.504
H 0.473 -5.524 -3.152 0.0 0.0 0.0 0.442
H 1.615 -6.155 -1.061 0.0 0.0 0.0 0.478
H 2.460 -5.495 1.208 0.0 0.0 0.0 0.497
H 2.711 -3.720 2.941 0.0 0.0 0.0 0.472
H 1.789 -1.482 2.504 0.0 0.0 0.0 0.633
C -1.816 2.730 -3.820 0.0 0.0 0.0 -0.838
N -1.245 3.613 -2.804 0.0 0.0 0.0 0.163
C -0.793 4.892 -3.042 0.0 0.0 0.0 -0.365
C -0.399 5.402 -1.854 0.0 0.0 0.0 -0.358
N -0.613 4.428 -0.904 0.0 0.0 0.0 0.215
C -0.390 4.597 0.527 0.0 0.0 0.1 -0.839
C -1.122 3.338 -1.498 0.0 0.0 0.0 -0.109
Se -1.762 1.773 -0.661 0.0 0.0 0.1 -0.232
H -1.932 3.297 -4.738 0.0 0.0 0.0 0.310
H -2.791 2.374 -3.495 0.0 0.0 0.0 0.372
H -1.154 1.887 -4.003 0.0 0.0 0.0 0.286
H -0.801 5.332 -4.023 0.0 0.0 0.0 0.476
H -0.002 6.372 -1.608 0.0 0.0 0.0 0.476
H -0.169 5.642 0.722 0.0 0.0 0.0 0.325
H 0.453 3.989 0.856 0.0 0.0 0.0 0.209
H -1.291 4.322 1.072 0.0 0.0 0.0 0.397
Cl 3.588 0.895 1.604 -0.1 0.0 0.0 -0.082
C 3.568 1.171 -0.124 0.2 -0.1 0.1 -0.450
Cl 1.887 1.525 -0.723 -0.1 0.0 0.0 0.020
H 3.915 0.288 -0.649 0.0 0.0 0.0 0.352
H 4.155 2.049 -0.369 0.0 0.0 0.0 0.414


82
Properties=species:S:1:pos:R:3:forces:R:3:lowdin_spin:R:1 method="wB97M-V/def2-TZVPD" multiplicity=3 lumo_energy_ev="3.7 / 3.7" de_lowest_kcal_mol=0.0 charge=-2
Ni 0.194 -0.615 0.281 1.3 -0.8 -0.3 1.689
O -0.553 -2.211 5.824 -0.1 -0.4 0.1 0.000
C -0.909 -3.258 5.110 0.1 0.2 0.0 0.000
O -1.402 -4.247 5.606 0.0 -0.1 0.0 0.000
C -0.687 -3.166 3.635 0.0 0.0 0.1 0.000
C -0.973 -4.153 2.712 -0.1 0.0 0.0 0.001
Cl -1.643 -5.702 2.950 0.0 0.0 0.0 0.001
N -0.689 -3.684 1.474 0.0 -0.1 0.1 0.002
N -0.236 -2.421 1.552 -0.3 0.0 0.0 0.023
C -0.220 -2.102 2.829 0.2 0.1 0.0 0.001
C 0.363 -0.750 3.171 0.0 0.1 -0.1 0.003
O 0.449 -0.454 4.379 0.1 0.1 0.0 0.000
O 0.727 -0.048 2.199 -0.3 -0.2 0.1 0.028
C -0.753 -4.390 0.230 0.0 0.1 0.0 0.000
C -1.403 -3.807 -0.840 -0.1 0.0 0.0 0.000
C -1.463 -4.489 -2.044 0.0 0.0 0.0 0.000
C -0.854 -5.728 -2.177 0.0 0.0 0.0 0.000
C -0.191 -6.296 -1.096 0.0 0.0 0.0 0.000
C -0.138 -5.625 0.116 0.1 0.0 0.0 0.000
H -0.122 -1.471 5.253 0.0 0.1 -0.1 0.000
H -1.852 -2.832 -0.728 0.1 0.0 0.0 0.000
H -1.969 -4.035 -2.885 0.0 0.0 0.0 0.000
H -0.878 -6.245 -3.127 0.0 0.0 0.0 0.000
H 0.299 -7.256 -1.197 0.0 0.0 0.0 0.000
H 0.388 -6.053 0.958 0.0 0.0 0.0 0.000
C -4.142 5.038 -0.742 0.0 0.0 0.0 0.000
C -3.750 4.454 0.458 0.0 0.0 0.0 0.000
C -2.591 3.696 0.514 -0.1 -0.1 0.0 0.000
C -1.791 3.516 -0.617 0.0 -0.1 -0.1 0.000
C -2.196 4.109 -1.810 0.1 0.1 0.0 0.000
C -3.365 4.861 -1.875 0.0 0.0 0.0 0.000
P -0.277 2.424 -0.765 -0.2 0.2 0.5 -0.002
C -1.302 0.897 -0.421 -0.3 0.7 0.2 0.004
C -1.857 0.365 -1.607 0.1 0.0 0.1 0.006
C -2.918 -0.506 -1.562 0.0 -0.1 0.1 0.001
C -3.459 -0.891 -0.327 0.0 0.0 -0.1 0.006
C -2.908 -0.416 0.839 0.2 -0.1 0.3 0.000
C -1.809 0.463 0.811 -0.6 0.4 -0.3 0.004
C 0.706 3.007 0.699 0.1 -0.3 -0.1 -0.002
C 0.405 4.170 1.365 0.0 0.1 0.0 0.003
C 1.326 4.763 2.255 -0.1 0.1 0.0 -0.001
C 2.562 4.227 2.446 0.1 -0.1 0.0 0.002
C 2.945 3.053 1.754 0.0 0.0 -0.1 0.000
C 4.251 2.507 1.856 0.0 0.1 0.1 0.011
C 4.587 1.404 1.125 0.0 -0.2 -0.1 0.000
C 3.651 0.755 0.296 0.2 0.0 0.2 0.012
C 2.365 1.237 0.205 -0.3 0.3 0.0 0.000
C 2.003 2.437 0.904 -0.1 0.0 0.0 0.003
H -5.053 5.624 -0.789 0.0 0.0 0.0 0.000
H -4.354 4.588 1.349 0.0 0.0 0.0 0.000
H -2.302 3.241 1.454 0.0 0.0 0.0 0.000
H -1.562 3.996 -2.682 0.0 0.0 0.0 0.000
H -3.665 5.311 -2.814 0.0 0.0 0.0 0.000
H -1.435 0.689 -2.553 0.0 0.0 0.0 0.000
H -3.338 -0.893 -2.482 0.0 0.0 0.0 0.000
H -4.313 -1.556 -0.291 0.0 0.0 0.0 0.000
H -3.334 -0.698 1.795 0.0 0.0 0.0 0.000
H -1.487 0.941 1.727 0.1 -0.1 0.0 0.000
H -0.527 4.685 1.189 0.0 0.0 0.0 0.000
H 1.043 5.672 2.774 0.0 0.0 0.0 0.000
H 3.274 4.703 3.112 0.0 0.0 0.0 0.000
H 4.981 2.999 2.489 0.0 0.0 0.0 0.001
H 5.598 1.015 1.178 0.0 0.0 0.0 0.000
H 3.920 -0.136 -0.257 0.0 0.0 0.0 0.001
F 2.233 4.126 -4.444 0.0 0.0 0.0 0.000
Te 2.154 3.217 -2.780 0.2 0.1 -0.9 0.000
F 0.979 4.767 -2.397 -0.2 0.1 0.1 0.000
F 3.704 4.373 -2.468 0.2 0.1 0.2 0.000
F 0.703 2.323 -3.786 -0.2 -0.1 0.0 0.000
F 3.360 2.003 -3.728 0.2 -0.2 0.0 0.000
O 1.431 0.684 -0.535 0.0 0.1 0.0 0.046
C 2.599 -3.011 -1.468 -0.1 0.0 0.0 0.004
C 1.660 -1.899 -1.936 0.0 0.2 -0.2 0.009
C 1.221 -2.123 -3.380 0.0 0.0 0.0 0.003
O 0.554 -1.837 -1.094 -0.1 -0.3 0.1 0.140
H 3.548 -2.983 -2.011 0.0 0.0 0.0 0.001
H 2.133 -3.991 -1.619 0.0 0.0 0.0 0.000
H 2.801 -2.891 -0.401 0.0 0.0 0.0 0.000
H 2.220 -0.955 -1.925 0.0 0.0 0.1 0.001
H 0.673 -3.067 -3.470 0.0 0.0 0.0 0.000
H 2.086 -2.150 -4.048 0.0 0.0 0.0 0.000
H 0.576 -1.302 -3.696 0.0 0.0 0.0 0.000


13
Properties=species:S:1:pos:R:3:forces:R:3:mulliken_charge:R:1 method="wB97M-V/def2-TZVPD" lumo_energy_ev=0.7 de_lowest_kcal_mol=61.3 charge=0
C -2.000 -0.122 0.276 -1.8 -1.9 -2.0 0.294
C -1.249 0.974 0.066 0.1 -0.6 0.5 -0.503
C 1.367 0.554 0.065 3.6 3.8 -3.5 -0.493
C 1.367 -0.942 -0.128 3.8 -3.4 -0.1 -0.343
C -0.105 -0.777 -0.061 -0.2 -5.7 -1.3 0.303
H -1.683 1.855 -0.169 -0.6 3.0 -0.5 0.420
H 2.032 1.350 -0.586 -1.7 -2.3 0.7 0.198
H 1.544 0.988 0.996 0.3 -0.2 2.1 0.266
H 1.805 -1.360 0.774 -0.1 -0.6 0.1 0.221
H 1.979 -1.513 -1.017 -2.0 1.8 1.9 0.240
N -0.001 0.479 -0.232 -3.5 4.7 0.2 0.252
N -1.295 -1.314 0.122 0.8 1.1 0.9 -0.656
Cl -3.760 -0.171 -0.105 1.3 0.2 0.9 -0.198


88
Properties=species:S:1:pos:R:3:forces:R:3:mulliken_charge:R:1 method="wB97M-V/def2-TZVPD" lumo_energy_ev=1.8 charge=-1
As -9.222 22.927 -8.029 0.3 -0.4 -0.9 2.053
F -11.024 23.164 -7.934 1.9 0.0 -0.2 -0.521
F -9.028 22.692 -6.315 -0.5 0.6 -0.3 -0.469
F -7.446 22.735 -8.129 -1.1 -0.2 0.3 -0.527
F -9.091 23.011 -9.807 -1.0 -0.1 1.0 -0.493
F -9.024 24.709 -7.986 -0.3 -1.5 0.3 -0.514
F -9.617 21.161 -8.134 0.7 1.4 -0.2 -0.532
C -7.765 16.060 -9.563 1.8 -2.0 -1.8 0.673
O -7.481 14.980 -10.018 1.7 -3.0 -0.2 -0.706
N -6.928 16.967 -9.205 3.2 2.1 1.4 -0.383
N -8.970 16.418 -9.598 -6.9 1.7 0.2 -0.374
H -7.286 17.900 -9.056 1.0 0.0 0.1 0.188
H -5.980 16.670 -9.389 0.1 1.0 0.3 0.202
H -9.235 17.392 -9.587 -0.4 -0.4 0.1 0.186
H -9.540 15.674 -9.975 -0.5 0.7 0.0 0.219
C -3.898 26.068 -12.348 1.2 0.4 -0.4 0.635
O -2.909 25.664 -11.788 0.9 -0.6 0.9 -0.647
N -3.826 26.900 -13.371 1.0 2.5 -2.9 -0.398
N -5.133 25.747 -12.067 -3.2 -1.8 2.1 -0.388
H -2.922 27.299 -13.584 -0.2 -0.3 0.0 0.207
H -4.589 27.181 -13.970 0.1 -0.2 0.4 0.168
H -5.965 26.242 -12.357 0.5 0.0 -0.1 0.204
H -5.214 25.247 -11.193 -0.3 -0.1 -0.2 0.222
C -4.773 29.813 -8.372 4.1 1.6 -1.5 0.694
O -3.787 30.477 -8.691 -0.1 0.7 0.1 -0.696
N -4.736 28.935 -7.414 0.3 -1.9 3.1 -0.393
N -5.873 29.761 -9.036 -3.8 0.2 -2.0 -0.343
H -3.992 29.094 -6.750 -0.4 -0.5 0.2 0.231
H -5.614 28.474 -7.222 0.7 -0.2 0.9 0.164
H -5.928 30.195 -9.946 -0.3 -0.3 0.3 0.205
H -6.511 29.073 -8.662 -0.6 0.4 -1.2 0.139
C -11.355 28.358 -11.292 -2.0 0.0 -1.5 0.709
O -10.219 28.642 -11.199 4.0 1.4 0.5 -0.616
N -11.945 27.353 -10.754 -1.6 -3.8 2.8 -0.386
N -12.224 28.968 -12.117 0.4 2.5 -1.5 -0.466
H -12.935 27.278 -10.935 0.4 -0.7 0.7 0.138
H -11.428 26.812 -10.075 -0.5 -0.2 0.0 0.220
H -13.186 28.710 -12.282 0.6 0.3 -0.2 0.175
H -11.641 29.594 -12.653 -1.2 0.4 -0.7 0.224
C -13.378 27.283 -4.291 -2.2 -0.5 1.3 -1.213
C -14.927 27.417 -3.942 0.4 2.5 -2.5 0.245
C -15.460 28.930 -3.725 1.1 -1.2 0.2 -0.730
O -15.501 29.761 -4.942 -0.6 -1.9 2.3 -0.320
C -15.534 31.115 -4.557 0.5 0.4 -2.0 -0.821
N -15.603 26.943 -5.128 -0.7 -1.1 -1.1 -0.706
H -12.932 27.703 -3.390 1.0 0.1 -0.6 0.313
H -13.136 27.661 -5.284 0.0 0.9 0.5 0.289
H -13.164 26.222 -4.419 0.1 -0.1 0.6 0.389
H -15.252 26.832 -3.082 0.4 0.0 0.1 0.304
H -14.910 29.413 -2.918 0.7 0.4 -0.3 0.451
H -16.413 28.773 -3.220 -0.8 0.3 -0.7 0.383
H -15.800 31.657 -5.465 -0.3 0.1 -0.1 0.261
H -14.490 31.405 -4.438 -0.1 0.4 1.1 0.334
H -16.280 31.403 -3.818 0.4 -0.3 0.5 0.322
H -16.551 27.264 -5.266 -0.4 0.0 0.8 0.246
H -15.193 27.315 -5.973 0.7 0.0 0.1 0.258
C -9.442 23.191 -16.650 0.3 -1.1 -0.6 -1.192
C -10.614 23.638 -15.806 -1.2 0.3 1.4 0.367
C -11.765 22.634 -15.451 1.5 -1.5 -1.7 -0.771
O -11.172 21.376 -14.988 -0.5 2.8 -0.8 -0.259
C -12.136 20.482 -14.581 0.9 -2.2 1.3 -0.787
N -10.056 24.158 -14.564 0.5 0.2 0.7 -0.677
H -8.796 22.516 -16.089 0.0 0.0 0.2 0.221
H -8.801 23.989 -17.022 -0.3 0.4 0.4 0.355
H -9.694 22.630 -17.550 -0.5 -0.1 0.0 0.329
H -11.097 24.482 -16.300 -0.2 0.1 -0.1 0.275
H -12.320 22.395 -16.358 -0.1 -0.1 -0.4 0.355
H -12.534 22.972 -14.755 0.5 0.5 0.5 0.437
H -13.007 20.852 -14.041 0.0 0.5 -0.2 0.316
H -11.545 19.884 -13.887 -0.5 -0.3 0.6 0.234
H -12.408 19.708 -15.298 -0.4 0.5 -0.8 0.301
H -9.585 23.406 -14.081 0.6 -0.3 -0.2 0.244
H -10.758 24.368 -13.869 -0.5 0.5 -0.2 0.254
O -7.471 20.694 -13.195 0.2 -0.1 -0.1 -0.650
H -8.265 20.594 -13.720 -0.2 0.0 -0.2 0.310
H -7.730 21.272 -12.477 0.0 0.2 0.3 0.331
O -14.981 22.474 -6.484 -0.2 -0.2 0.0 -0.658
H -14.121 22.664 -6.857 0.4 0.0 -0.1 0.332
H -15.396 23.331 -6.389 -0.1 0.3 0.1 0.319
O -10.835 16.942 -5.687 0.1 -0.2 0.1 -0.646
H -10.684 17.878 -5.820 0.1 0.3 0.0 0.332
H -11.782 16.836 -5.786 -0.2 0.0 0.0 0.311
O -5.312 20.474 -4.392 0.1 -0.1 0.3 -0.654
H -6.017 21.120 -4.427 -0.2 0.2 -0.1 0.332
H -4.864 20.562 -5.233 0.2 0.0 -0.3 0.317
O -3.154 19.603 -7.555 0.0 0.1 0.2 -0.617
H -3.838 19.772 -8.203 -0.2 0.1 -0.2 0.319
H -2.764 18.773 -7.828 0.1 -0.2 0.0 0.306


| no. | energy (Eh) |
| --- | --- |
| 1 | -453.802766 |
| 2 | -723.119865 |
| 3 | -312.202952 |
| 4 | -426.547550 |
| 5 | -5113.049698 |
| 6 | -5027.660125 |
| 7 | -763.115141 |
| 8 | -4696.368470 |